# 1
210
Properties=species:S:1:pos:R:3:mulliken_charge:R:1 method="wB97M-V/def2-TZVPD" molar_mass_g_mol=1105.69 energy_ev=-98519.24237 homo_energy_ev=-8.362 e_lumo_ev=0.5436 gap_ev=8.9060
C -3.090 -4.099 4.238 -0.803
C -4.187 -3.816 5.276 0.295
C -4.057 -2.330 5.761 -0.215
O -2.741 -2.140 6.341 -0.292
C -2.473 -1.060 7.182 -0.779
N -5.513 -4.071 4.790 -0.753
H -3.389 -4.872 3.567 0.410
H -2.148 -4.422 4.743 0.327
H -2.862 -3.233 3.622 -0.270
H -3.975 -4.462 6.140 0.403
H -4.748 -2.053 6.537 0.558
H -4.284 -1.530 4.948 -0.214
H -2.886 -0.098 6.839 0.302
H -1.436 -0.899 7.347 0.169
H -2.923 -1.158 8.197 0.349
H -6.134 -4.198 5.578 0.298
H -5.931 -3.218 4.379 0.264
C 4.299 4.378 0.613 -1.547
C 2.843 4.033 0.828 1.532
C 1.955 5.255 0.743 -0.676
O 0.562 4.912 0.785 0.442
C -0.284 6.063 0.842 -1.059
N 2.296 2.984 -0.047 0.183
H 4.634 5.150 1.344 0.447
H 4.509 4.726 -0.403 0.375
H 4.928 3.523 0.890 -0.074
H 2.741 3.505 1.797 -0.539
H 2.103 5.854 -0.176 0.055
H 2.304 5.961 1.541 0.359
H -1.330 5.592 0.897 0.179
H -0.191 6.667 -0.023 0.535
H -0.158 6.699 1.770 0.217
H 1.416 2.612 0.168 -0.253
H 2.199 3.318 -1.003 -0.045
C -4.638 3.112 -2.098 -1.438
C -3.197 2.700 -2.001 2.463
C -2.442 3.196 -3.203 -0.295
O -2.865 2.437 -4.355 -0.441
C -2.514 3.126 -5.557 -0.961
N -2.573 3.410 -0.919 -0.200
H -5.127 3.127 -1.114 0.350
H -5.178 2.454 -2.810 0.308
H -4.707 4.141 -2.485 0.345
H -3.065 1.560 -1.911 -1.193
H -1.342 3.104 -3.143 0.104
H -2.751 4.200 -3.430 -0.074
H -1.536 3.578 -5.455 0.304
H -3.174 3.902 -5.857 0.302
H -2.514 2.398 -6.286 0.437
H -2.811 3.056 -0.015 -0.036
H -1.531 3.232 -1.044 -0.337
C 2.350 2.753 6.413 -1.630
C 1.498 1.713 5.666 1.268
C 2.323 0.838 4.749 -1.095
O 2.515 1.469 3.433 0.106
C 3.754 1.083 2.859 -0.806
N 0.565 1.012 6.522 -0.452
H 2.911 2.213 7.179 0.391
H 1.601 3.358 6.992 0.367
H 2.968 3.312 5.760 0.360
H 0.867 2.342 4.962 -0.733
H 1.857 -0.100 4.482 0.339
H 3.322 0.597 5.108 0.602
H 3.939 0.026 3.024 0.734
H 4.573 1.626 3.314 0.418
H 3.722 1.376 1.805 -0.422
H 0.958 0.186 6.992 0.288
H 0.262 1.592 7.270 0.269
C 4.941 -0.933 0.202 -0.638
C 6.428 -1.089 -0.067 0.726
C 7.335 -0.299 0.866 -1.286
O 6.722 0.954 0.845 -0.217
C 7.236 1.769 1.860 -0.803
N 6.832 -2.511 -0.142 -0.685
H 4.444 -1.367 -0.687 0.052
H 4.647 0.090 0.167 0.106
H 4.710 -1.500 1.049 0.380
H 6.663 -0.625 -1.042 0.069
H 8.325 -0.357 0.567 0.569
H 7.242 -0.811 1.827 0.372
H 6.878 2.793 1.704 0.187
H 8.326 1.658 1.762 0.389
H 6.902 1.461 2.825 0.335
H 7.784 -2.557 -0.475 0.264
H 6.136 -2.967 -0.745 0.246
C 0.001 -5.425 2.599 -1.293
C 1.060 -4.915 1.700 2.309
C 2.456 -5.233 2.173 -0.921
O 2.865 -4.315 3.164 -0.205
C 4.278 -4.417 3.327 -0.795
N 1.018 -5.626 0.400 -0.703
H 0.231 -4.979 3.566 0.340
H -0.024 -6.508 2.681 0.401
H -0.940 -4.933 2.404 0.002
H 0.911 -3.823 1.564 -1.279
H 3.158 -5.134 1.359 0.501
H 2.425 -6.273 2.542 0.304
H 4.830 -4.121 2.445 0.285
H 4.590 -5.447 3.621 0.307
H 4.580 -3.789 4.239 0.227
H 1.583 -5.002 -0.210 0.271
H 0.083 -5.805 0.063 0.247
C 4.201 0.455 -7.383 -1.606
C 2.896 0.127 -6.726 0.228
C 3.132 -0.319 -5.248 0.016
O 3.835 -1.527 -5.240 -0.468
C 4.437 -1.761 -3.998 -0.638
N 2.016 1.259 -6.603 -0.269
H 4.097 0.914 -8.387 0.437
H 4.735 -0.494 -7.573 0.343
H 4.831 1.030 -6.767 0.402
H 2.471 -0.741 -7.191 0.218
H 2.143 -0.412 -4.734 -0.288
H 3.678 0.385 -4.644 0.476
H 5.209 -0.985 -3.771 0.389
H 4.962 -2.691 -4.125 0.426
H 3.693 -1.773 -3.240 0.107
H 2.251 1.949 -7.332 0.229
H 1.047 1.087 -6.482 0.077
C -1.613 7.136 -2.971 -1.540
C -0.187 6.516 -2.705 1.283
C 0.250 5.700 -3.898 0.197
O 1.462 5.091 -3.585 -0.411
C 1.775 3.829 -4.186 -0.742
N 0.741 7.548 -2.349 -0.533
H -1.555 7.754 -3.847 0.439
H -1.949 7.653 -2.087 0.383
H -2.320 6.313 -3.132 0.199
H -0.269 5.866 -1.826 -0.561
H 0.362 6.306 -4.847 0.346
H -0.507 4.964 -4.150 -0.543
H 2.081 3.998 -5.192 0.418
H 0.877 3.163 -4.214 0.103
H 2.535 3.332 -3.616 0.363
H 1.621 7.105 -2.101 0.199
H 0.797 8.285 -2.991 0.263
C -3.470 -1.084 -4.387 -1.115
C -3.446 -2.584 -4.135 -0.293
C -2.073 -2.934 -3.411 0.327
O -1.081 -2.685 -4.370 -0.508
C 0.216 -3.063 -3.843 -0.389
N -4.633 -3.100 -3.507 -0.669
H -4.314 -0.760 -4.918 0.546
H -2.593 -0.780 -4.969 0.110
H -3.462 -0.744 -3.326 -0.009
H -3.409 -3.112 -5.083 0.528
H -2.119 -3.992 -3.130 0.756
H -1.965 -2.350 -2.497 -0.574
H 0.954 -2.700 -4.577 0.123
H 0.200 -4.176 -3.780 0.435
H 0.460 -2.562 -2.905 -0.001
H -4.770 -2.806 -2.532 0.196
H -4.683 -4.107 -3.541 0.340
C -5.447 1.852 2.628 -2.125
C -4.118 1.550 1.977 1.312
C -2.987 2.218 2.781 -0.871
O -1.787 2.244 2.039 0.251
C -0.790 3.042 2.709 -0.462
N -3.997 0.085 1.956 -0.324
H -5.510 1.592 3.660 0.367
H -6.117 1.207 2.162 0.580
H -5.673 2.911 2.526 0.461
H -4.085 1.812 0.958 -0.454
H -2.878 1.528 3.652 0.175
H -3.262 3.250 3.117 0.516
H -1.155 4.062 2.681 0.535
H 0.208 3.055 2.190 -0.378
H -0.601 2.704 3.798 0.219
H -3.115 -0.310 1.711 -0.116
H -4.334 -0.300 2.795 0.063
C -3.171 -7.597 0.029 -1.268
C -4.280 -6.574 -0.340 0.092
C -3.771 -5.144 -0.455 0.172
O -2.868 -4.839 0.573 0.048
C -2.441 -3.469 0.645 1.292
N -4.920 -6.865 -1.600 -0.521
H -3.472 -8.592 0.131 0.470
H -2.816 -7.338 1.023 0.193
H -2.224 -7.488 -0.713 0.217
H -4.998 -6.631 0.436 0.423
H -4.654 -4.439 -0.448 0.264
H -3.271 -4.912 -1.428 -0.461
H -1.406 -3.451 1.002 -0.739
H -3.072 -2.874 1.309 -0.220
H -2.522 -3.090 -0.339 -0.291
H -4.296 -7.355 -2.241 0.230
H -5.790 -7.381 -1.656 0.217
C 1.224 -0.362 -1.384 -1.008
C 0.034 -0.644 -0.568 2.305
C 0.313 -0.673 0.870 -1.251
O -0.770 -1.170 1.659 1.054
C -0.599 -0.758 3.012 0.188
N -1.059 0.358 -0.750 3.010
H 0.965 -0.121 -2.429 -0.117
H 2.009 -1.194 -1.363 0.392
H 1.661 0.535 -0.999 -0.243
H -0.436 -1.580 -0.884 -1.453
H 0.549 0.331 1.164 -0.438
H 1.216 -1.240 1.103 0.683
H 0.127 -1.376 3.503 0.376
H -1.561 -1.023 3.547 -0.140
H -0.344 0.302 3.183 -0.716
H -1.189 1.127 -0.067 -1.045
H -0.996 0.657 -1.704 -0.774
O -0.583 0.779 -4.051 0.103
H -0.594 -0.166 -4.224 0.102
H -1.486 1.114 -4.261 -0.088
O -3.867 -1.052 -0.816 -0.601
H -3.053 -0.609 -0.866 -0.085
H -4.212 -0.882 0.056 0.251



# 2
88
Properties=species:S:1:pos:R:3:mulliken_charge:R:1 method="wB97M-V/def2-TZVPD" molar_mass_g_mol=855.54 total_charge=-2 energy_ev=-112076.50153 homo_energy_ev=-1.216 e_lumo_ev=3.7748 gap_ev=4.9907
Li -0.808 -0.064 0.070 1.858
Cl 2.349 -6.741 5.694 -0.270
C 1.534 -5.516 4.766 0.401
C 0.577 -4.730 5.382 -0.891
C -0.048 -3.738 4.649 -0.299
C 0.270 -3.524 3.308 0.057
C 1.240 -4.341 2.714 -0.295
C 1.880 -5.329 3.437 -0.985
C -0.357 -2.471 2.499 1.875
C -0.210 -1.137 2.915 0.129
C 0.529 -0.718 4.091 -1.279
C 0.542 0.635 4.067 -1.458
C -0.190 1.028 2.879 0.230
C -0.327 2.347 2.427 1.673
C 0.413 3.412 3.134 -0.202
C 0.160 3.820 4.443 -0.245
C 0.930 4.798 5.053 -0.859
C 1.976 5.370 4.352 0.395
Cl 2.999 6.541 5.137 -0.271
C 2.229 5.017 3.037 -1.229
C 1.439 4.057 2.436 0.093
C -0.933 2.735 1.224 0.047
N -1.349 1.923 0.242 -0.467
C -1.669 2.702 -0.799 0.155
C -1.914 2.277 -2.113 1.563
C -1.818 3.337 -3.132 -0.025
C -0.654 4.112 -3.164 -0.141
C -0.515 5.151 -4.063 -1.022
C -1.545 5.417 -4.949 0.386
Cl -1.389 6.736 -6.075 -0.272
C -2.698 4.654 -4.959 -0.869
C -2.826 3.617 -4.050 -0.315
C -1.967 0.951 -2.555 0.042
C -1.933 0.581 -3.958 -1.261
C -1.753 -0.756 -3.994 -1.420
C -1.711 -1.197 -2.612 0.295
N -1.878 -0.148 -1.789 -0.880
C -1.449 -2.507 -2.189 1.846
C -1.336 -2.900 -0.840 -0.203
C -1.295 -4.291 -0.432 -1.363
C -1.026 -4.284 0.892 -1.458
C -0.876 -2.889 1.265 -0.212
N -1.173 -2.101 0.220 -0.535
C -1.027 -3.514 -3.170 -0.196
C -1.728 -3.849 -4.331 -0.361
C -1.246 -4.802 -5.212 -0.903
C -0.066 -5.461 -4.922 0.393
Cl 0.516 -6.696 -6.003 -0.271
C 0.654 -5.160 -3.778 -0.974
C 0.180 -4.186 -2.924 -0.144
C -1.596 4.103 -0.419 -1.316
C -1.121 4.121 0.845 -1.273
N -0.637 -0.064 2.234 -0.678
H 0.328 -4.887 6.423 0.380
H -0.805 -3.127 5.119 0.541
H 1.502 -4.161 1.682 0.669
H 2.640 -5.953 2.988 0.407
H 0.994 -1.370 4.813 0.453
H 1.018 1.304 4.765 0.423
H -0.662 3.381 4.992 0.478
H 0.715 5.119 6.065 0.390
H 3.035 5.486 2.491 0.434
H 1.612 3.783 1.406 0.674
H 0.138 3.871 -2.469 0.718
H 0.384 5.747 -4.086 0.431
H -3.480 4.875 -5.670 0.385
H -3.730 3.025 -4.041 0.511
H -2.010 1.253 -4.795 0.441
H -1.632 -1.371 -4.868 0.488
H -1.496 -5.147 -1.057 0.550
H -0.958 -5.132 1.552 0.597
H -2.677 -3.378 -4.543 0.617
H -1.784 -5.037 -6.120 0.376
H 1.579 -5.674 -3.568 0.426
H 0.749 -3.912 -2.049 0.683
H -1.868 4.947 -1.029 0.547
H -0.933 4.978 1.469 0.513
O 1.433 2.579 -0.759 -0.566
C 1.846 1.470 -0.444 -0.026
C 3.302 1.271 0.071 -0.324
C 3.384 -0.223 0.284 -0.624
C 1.985 -0.718 -0.182 0.032
O 1.713 -1.905 -0.235 -0.442
N 1.204 0.307 -0.529 0.331
H 3.441 1.849 0.987 0.092
H 4.006 1.638 -0.679 0.308
H 3.520 -0.499 1.331 0.247
H 4.161 -0.723 -0.300 0.246



# 3
103
Properties=species:S:1:pos:R:3:mulliken_charge:R:1 method="wB97M-V/def2-TZVPD" molar_mass_g_mol=1181.32 energy_ev=-192582.97479 homo_energy_ev=-7.789 e_lumo_ev=-1.9783 gap_ev=5.8106
V 0.838 -0.983 0.652 0.763
C -0.768 5.521 -2.346 -1.505
C -0.403 4.209 -1.710 0.564
C 0.858 3.989 -1.175 -0.864
C 1.191 2.781 -0.570 0.222
C 2.537 2.588 0.049 0.620
O 2.638 2.084 1.151 -0.868
C 3.744 2.968 -0.736 0.444
C 3.739 2.958 -2.129 -0.094
C 4.900 3.251 -2.827 -0.876
C 6.061 3.571 -2.137 -0.393
C 6.068 3.586 -0.748 -0.803
C 4.916 3.275 -0.048 -0.462
C 0.233 1.768 -0.522 -0.878
O 0.569 0.566 -0.014 -0.300
C -1.035 1.950 -1.071 0.760
C -1.332 3.172 -1.655 -0.538
C -2.079 0.867 -1.077 0.928
N -2.936 0.712 -0.160 -0.320
C -2.928 1.580 1.008 -0.111
C -3.920 2.734 0.934 -1.432
Te -5.957 2.237 0.454 0.255
C -5.730 2.620 -1.612 -0.315
C -5.748 3.927 -2.093 -0.261
C -5.543 4.177 -3.444 -0.536
C -5.321 3.124 -4.322 -0.488
C -5.320 1.819 -3.850 -0.467
C -5.533 1.569 -2.501 -0.068
C -2.101 -0.053 -2.252 0.736
C -3.122 -0.999 -2.366 -0.545
C -3.159 -1.864 -3.445 -1.038
C -2.164 -1.812 -4.417 -0.692
C -1.140 -0.886 -4.303 -0.887
C -1.113 -0.005 -3.229 -0.465
H 0.058 6.229 -2.295 0.398
H -1.632 5.966 -1.849 0.335
H -1.037 5.381 -3.394 0.338
H 1.602 4.776 -1.213 0.434
H 2.834 2.702 -2.664 0.418
H 4.899 3.228 -3.908 0.424
H 6.965 3.806 -2.684 0.394
H 6.974 3.836 -0.213 0.422
H 4.908 3.275 1.034 0.487
H -2.312 3.310 -2.096 0.474
H -1.931 1.990 1.197 0.175
H -3.175 0.953 1.866 0.493
H -3.628 3.476 0.191 0.214
H -3.954 3.233 1.902 0.634
H -5.925 4.749 -1.410 0.416
H -5.559 5.196 -3.811 0.401
H -5.157 3.321 -5.374 0.412
H -5.145 0.990 -4.526 0.389
H -5.528 0.553 -2.133 0.320
H -3.876 -1.038 -1.589 0.756
H -3.960 -2.588 -3.527 0.526
H -2.187 -2.497 -5.255 0.461
H -0.356 -0.848 -5.048 0.427
H -0.310 0.718 -3.152 0.509
O 4.397 0.468 2.368 -0.704
As 3.179 -0.460 3.164 1.560
O 2.562 0.138 4.527 -0.767
O 1.984 -0.534 1.860 0.151
C 3.844 -2.231 3.299 0.143
C 3.918 -2.808 4.560 -0.790
C 4.364 -4.116 4.684 -0.631
C 4.729 -4.831 3.551 -0.550
C 4.653 -4.257 2.289 -0.329
C 4.203 -2.953 2.169 0.261
S 2.833 -2.759 -0.067 0.085
O 1.704 -2.999 0.899 -0.346
O 4.117 -2.334 0.941 -0.358
O 2.496 -1.405 -0.622 -0.446
H 3.964 1.210 1.894 0.570
H 3.608 -2.232 5.422 0.506
H 4.424 -4.576 5.661 0.441
H 5.078 -5.851 3.648 0.404
H 4.940 -4.805 1.402 0.512
F -2.340 -6.547 -2.320 -0.325
C -1.797 -5.417 -1.868 0.571
C -2.389 -4.730 -0.822 0.267
F -3.512 -5.197 -0.276 -0.324
C -1.827 -3.556 -0.353 -0.312
F -2.437 -2.899 0.628 -0.370
C -0.663 -3.043 -0.921 0.525
O -0.162 -1.870 -0.550 0.944
C -0.081 -3.753 -1.969 -0.298
F 1.033 -3.287 -2.537 -0.444
C -0.639 -4.924 -2.442 0.343
F -0.068 -5.578 -3.455 -0.333
O -0.766 0.518 3.221 -0.591
C -0.492 -0.639 3.098 -0.023
O -0.453 -1.217 1.853 0.241
C -0.195 -1.591 4.197 0.582
C -0.192 -1.104 5.500 -0.645
C 0.128 -1.949 6.547 -0.714
C 0.455 -3.276 6.292 -0.487
C 0.460 -3.760 4.992 -0.794
C 0.134 -2.918 3.939 0.120
H -0.415 -0.059 5.668 0.491
H 0.138 -1.572 7.561 0.396
H 0.709 -3.935 7.113 0.421
H 0.721 -4.791 4.795 0.464
H 0.145 -3.287 2.923 0.245



# 4
99
Properties=species:S:1:pos:R:3:mulliken_charge:R:1 method="wB97M-V/def2-TZVPD" molar_mass_g_mol=1117.62 s_squared=20.21 total_charge=+2 energy_ev=-118363.11762 multiplicity=9 homo_energy_ev="-12.287 / -12.287" e_lumo_ev="-8.4967 / -8.7316" gap_ev="3.7908 / 3.5558"
Pd -3.549 3.703 -1.945 0.684
Pd 2.714 3.345 0.202 0.716
Cr -1.052 3.609 2.407 1.059
C 4.291 2.590 4.118 -0.507
C 3.074 2.636 3.398 0.108
C 1.614 2.508 4.158 0.027
O 0.555 2.941 3.620 -0.291
C 1.732 2.027 5.550 -0.179
C 3.018 1.744 6.087 0.446
C 4.335 2.115 5.399 0.122
O 5.460 2.012 6.064 -0.492
O 2.935 1.318 7.313 -0.574
O 3.105 2.826 2.200 -0.447
H 5.193 3.015 3.704 0.518
H 0.770 1.791 5.982 0.470
C -1.899 1.191 -0.312 -0.114
C -1.816 1.196 -1.665 0.504
C -0.466 1.072 -2.419 0.006
O -0.329 1.041 -3.726 -0.451
C 0.678 1.047 -1.766 -0.054
C 0.739 1.172 -0.298 -0.128
C -0.678 1.253 0.408 0.078
O -0.813 1.749 1.541 0.045
O 1.835 1.254 0.314 -0.154
O -2.948 1.488 -2.227 -0.907
H -2.881 1.228 0.135 0.607
H 1.640 0.875 -2.227 0.693
F 2.430 0.969 -5.255 -0.285
C 3.172 -0.172 -5.583 0.563
C 3.409 -0.493 -6.885 -0.567
C 4.069 -1.669 -7.206 -0.237
C 4.582 -2.482 -6.236 -0.688
C 4.398 -2.104 -4.909 -0.294
C 3.696 -0.986 -4.526 -0.099
H 3.241 0.228 -7.671 0.408
H 4.046 -2.117 -8.189 0.367
H 4.919 -3.495 -6.399 0.376
H 4.841 -2.648 -4.088 0.267
H 3.533 -0.887 -3.463 0.226
F 4.643 1.784 0.020 0.019
C 5.413 1.108 -0.833 0.342
C 6.578 1.663 -1.348 -0.623
C 7.523 0.916 -2.006 -0.509
C 7.225 -0.386 -2.258 -0.576
C 6.024 -0.951 -1.858 -0.558
C 5.073 -0.197 -1.155 -0.395
H 6.869 2.645 -1.006 0.369
H 8.376 1.385 -2.473 0.404
H 7.863 -1.045 -2.828 0.382
H 5.749 -1.979 -2.040 0.589
H 4.131 -0.625 -0.844 0.638
F -0.298 -2.008 5.913 -0.299
C 0.943 -1.820 5.343 0.191
C 1.049 -1.071 4.147 -0.011
C 2.236 -1.074 3.494 -0.482
C 3.353 -1.631 4.019 -0.396
C 3.307 -2.438 5.188 -0.710
C 2.058 -2.436 5.891 -0.404
H 0.153 -0.579 3.800 0.414
H 2.323 -0.661 2.500 0.348
H 4.295 -1.487 3.510 0.445
H 4.216 -2.853 5.599 0.409
H 1.803 -3.117 6.689 0.476
F -1.677 -4.294 -2.131 -0.283
C -2.250 -3.867 -3.205 0.292
C -3.116 -4.624 -3.988 -0.513
C -3.596 -4.045 -5.154 -0.405
C -3.278 -2.742 -5.475 -0.517
C -2.454 -1.950 -4.700 -0.336
C -1.909 -2.541 -3.543 -0.184
H -3.198 -5.675 -3.753 0.403
H -4.261 -4.672 -5.730 0.373
H -3.819 -2.432 -6.357 0.342
H -2.273 -0.906 -4.911 0.424
H -1.312 -1.929 -2.883 0.395
F -5.720 2.736 -1.546 -0.179
C -6.538 1.706 -1.221 0.376
C -6.354 0.907 -0.071 -0.120
C -7.211 -0.147 0.212 -0.458
C -8.346 -0.352 -0.576 -0.555
C -8.604 0.535 -1.626 -0.482
C -7.647 1.557 -1.972 -0.364
H -5.464 0.950 0.539 0.336
H -7.142 -0.817 1.057 0.361
H -9.040 -1.018 -0.085 0.343
H -9.553 0.456 -2.136 0.374
H -7.923 2.241 -2.760 0.410
F -2.258 2.735 3.940 -0.201
C -3.226 1.792 4.037 0.442
C -4.465 2.216 4.667 -0.740
C -5.533 1.299 4.636 -0.491
C -5.375 -0.048 4.170 -0.435
C -4.213 -0.420 3.598 -0.888
C -3.107 0.491 3.566 0.177
H -4.623 3.255 4.917 0.425
H -6.517 1.532 5.016 0.430
H -6.183 -0.763 4.127 0.473
H -4.135 -1.415 3.185 0.437
H -2.177 0.218 3.090 0.456